No. 1
Formula: C41H38IN2O15PS3
Source: the Open Molecules 2025 dataset
Level of theory: ωB97M-V/def2-TZVPD

Cartesian coordinates (Å):
C (-2.538, 4.693, 1.360)
P (-0.877, 5.229, 0.645)
C (-0.493, 7.045, 0.995)
C (-0.684, 4.775, -1.185)
C (0.067, 5.916, -2.036)
C (-0.848, 7.213, -2.326)
C (-1.152, 7.474, -3.874)
I (-2.078, 5.808, -4.919)
O (-2.078, 4.691, -1.703)
S (-2.718, 3.129, -1.795)
O (-3.137, 2.673, -3.181)
O (-3.991, 2.884, -1.004)
O (-1.323, 2.392, -1.155)
C (-0.171, 3.258, -1.471)
S (0.082, 2.804, -3.300)
C (1.264, 2.827, -0.850)
C (1.173, 1.592, 0.180)
S (0.386, 2.147, 1.767)
C (-0.969, 1.016, 2.262)
N (-2.327, 1.429, 2.514)
N (-2.995, 0.302, 2.890)
C (-2.069, -0.778, 2.869)
O (-0.768, -0.370, 2.464)
H (-2.748, 3.601, 1.110)
H (-2.424, 4.730, 2.508)
H (-3.398, 5.402, 1.107)
H (-1.384, 7.722, 0.701)
H (0.446, 7.413, 0.456)
H (-0.403, 7.169, 2.137)
H (0.994, 6.244, -1.432)
H (0.461, 5.560, -3.043)
H (-0.228, 8.116, -1.958)
H (-1.790, 7.224, -1.661)
H (-0.184, 7.793, -4.381)
H (-1.873, 8.370, -3.921)
H (-0.171, 1.439, -3.416)
H (1.778, 3.755, -0.413)
H (1.943, 2.463, -1.706)
H (0.720, 0.648, -0.275)
H (2.266, 1.323, 0.436)
H (-2.387, -1.846, 3.178)
O (8.165, 2.453, 2.167)
C (7.156, 2.897, 1.654)
C (6.575, 2.279, 0.442)
C (5.469, 2.768, -0.121)
C (4.777, 3.947, 0.443)
O (3.766, 4.391, -0.071)
C (5.358, 4.564, 1.654)
C (6.463, 4.075, 2.217)
H (7.094, 1.417, 0.043)
H (5.031, 2.329, -1.008)
H (4.839, 5.427, 2.053)
H (6.902, 4.514, 3.105)
O (0.532, -7.429, 0.715)
C (0.022, -6.557, 1.400)
C (0.350, -6.417, 2.835)
C (-0.210, -5.465, 3.581)
C (-1.180, -4.509, 3.006)
O (-1.690, -3.638, 3.689)
C (-1.508, -4.650, 1.572)
C (-0.948, -5.602, 0.825)
H (1.063, -7.124, 3.240)
H (0.017, -5.348, 4.634)
H (-2.221, -3.942, 1.166)
H (-1.175, -5.719, -0.224)
O (-8.797, -0.006, 0.149)
C (-8.418, 1.110, 0.455)
C (-7.003, 1.509, 0.301)
C (-6.589, 2.731, 0.638)
C (-7.526, 3.738, 1.178)
O (-7.148, 4.854, 1.484)
C (-8.942, 3.339, 1.332)
C (-9.356, 2.118, 0.995)
H (-6.330, 0.760, -0.096)
H (-5.557, 3.039, 0.532)
H (-9.615, 4.089, 1.729)
H (-10.388, 1.808, 1.100)
O (5.237, -10.949, -0.550)
C (4.876, -10.129, 0.274)
C (5.787, -9.664, 1.343)
C (5.391, -8.767, 2.246)
C (4.027, -8.197, 2.216)
O (3.667, -7.375, 3.041)
C (3.117, -8.660, 1.148)
C (3.513, -9.558, 0.244)
H (6.782, -10.091, 1.350)
H (6.044, -8.416, 3.036)
H (2.117, -8.231, 1.141)
H (2.860, -9.909, -0.546)
O (3.129, -5.323, -5.279)
C (2.235, -5.143, -4.476)
C (1.199, -6.170, -4.236)
C (0.218, -5.971, -3.356)
C (0.125, -4.715, -2.581)
O (-0.770, -4.534, -1.775)
C (1.161, -3.688, -2.820)
C (2.142, -3.887, -3.700)
H (1.282, -7.084, -4.812)
H (-0.549, -6.711, -3.169)
H (1.077, -2.775, -2.244)
H (2.909, -3.146, -3.887)

Results
net charge: 0
gap between HOMO and LUMO: 5.684 eV
SMILES string: CP(C)[C@]1(CCCI)OS(=O)(=O)O[C@]1(S)CCSc1nnco1.O=C1C=CC(=O)C=C1.O=C1C=CC(=O)C=C1.O=C1C=CC(=O)C=C1.O=C1C=CC(=O)C=C1.O=C1C=CC(=O)C=C1

Results of the Löwdin charge analysis, in e, for atoms 1 through 4: number 1, C, carries -0.28; number 2, P, carries 0.93; number 3, C, carries -0.31; number 4, C, carries -0.52

---

No. 2
Formula: C32H72NO3P2
Source: the Open Molecules 2025 dataset
Level of theory: ωB97M-V/def2-TZVPD

Cartesian coordinates (Å):
C (-3.512, -6.425, -1.534)
C (-2.505, -5.242, -1.431)
C (-2.629, -4.342, -2.630)
C (-1.327, -3.486, -2.944)
P (-1.585, -1.874, -3.760)
C (-2.163, -2.218, -5.443)
C (-3.635, -2.084, -5.743)
C (-3.966, -2.563, -7.159)
C (-5.422, -2.778, -7.633)
C (-0.017, -0.845, -3.774)
C (-0.055, 0.539, -4.424)
C (-0.181, 1.733, -3.494)
C (-0.037, 3.095, -4.180)
C (-2.830, -0.949, -2.754)
C (-2.323, -0.565, -1.413)
C (-3.303, 0.349, -0.710)
C (-2.814, 0.703, 0.648)
H (-3.289, -7.223, -0.826)
H (-3.340, -6.970, -2.463)
H (-4.544, -6.076, -1.526)
H (-1.475, -5.596, -1.487)
H (-2.668, -4.686, -0.508)
H (-3.449, -3.670, -2.376)
H (-2.875, -4.976, -3.482)
H (-0.656, -3.967, -3.655)
H (-0.836, -3.370, -1.978)
H (-1.762, -3.190, -5.732)
H (-1.524, -1.555, -6.026)
H (-3.982, -1.060, -5.609)
H (-4.163, -2.649, -4.975)
H (-3.462, -3.529, -7.203)
H (-3.630, -1.883, -7.941)
H (-5.445, -3.373, -8.546)
H (-5.806, -1.771, -7.793)
H (-5.993, -3.309, -6.872)
H (0.693, -1.522, -4.250)
H (0.329, -0.797, -2.741)
H (-0.803, 0.624, -5.212)
H (0.930, 0.671, -4.872)
H (0.682, 1.473, -2.880)
H (-1.019, 1.660, -2.801)
H (0.860, 3.205, -4.789)
H (-0.003, 3.918, -3.466)
H (-0.953, 3.148, -4.768)
H (-3.781, -1.479, -2.804)
H (-3.001, -0.062, -3.364)
H (-1.442, 0.035, -1.639)
H (-2.010, -1.400, -0.787)
H (-4.191, -0.280, -0.660)
H (-3.412, 1.219, -1.359)
H (-2.074, 1.487, 0.482)
H (-2.332, -0.072, 1.244)
H (-3.553, 1.179, 1.292)
C (6.452, -0.942, 2.810)
C (5.027, -1.478, 3.106)
C (4.413, -1.016, 4.453)
C (4.272, 0.455, 4.689)
P (2.972, 1.339, 3.553)
C (2.477, 2.995, 4.249)
C (1.107, 3.680, 3.778)
C (0.643, 4.780, 4.755)
C (1.453, 6.069, 4.544)
C (3.538, 1.469, 1.886)
C (3.200, 2.749, 1.080)
C (1.919, 2.723, 0.396)
C (1.634, 4.061, -0.361)
C (1.437, 0.343, 3.863)
C (0.721, 0.315, 5.257)
C (-0.564, -0.434, 5.204)
C (-1.623, 0.274, 4.424)
H (6.979, -1.436, 1.994)
H (7.087, -1.095, 3.682)
H (6.420, 0.119, 2.561)
H (5.048, -2.566, 3.047)
H (4.319, -1.346, 2.287)
H (5.003, -1.459, 5.255)
H (3.445, -1.504, 4.565)
H (5.223, 0.985, 4.647)
H (3.948, 0.529, 5.727)
H (3.297, 3.653, 3.962)
H (2.551, 2.985, 5.337)
H (0.328, 2.945, 3.979)
H (1.034, 3.945, 2.724)
H (0.660, 4.507, 5.811)
H (-0.430, 4.901, 4.604)
H (2.483, 5.932, 4.874)
H (1.021, 6.864, 5.151)
H (1.368, 6.341, 3.492)
H (3.198, 0.581, 1.355)
H (4.611, 1.316, 2.003)
H (3.969, 2.872, 0.317)
H (3.159, 3.635, 1.714)
H (1.240, 2.635, 1.245)
H (1.751, 1.793, -0.148)
H (1.860, 4.922, 0.269)
H (0.600, 4.219, -0.666)
H (2.265, 4.138, -1.247)
H (1.631, -0.660, 3.482)
H (0.841, 0.787, 3.065)
H (0.478, 1.291, 5.678)
H (1.335, -0.254, 5.954)
H (-0.943, -0.516, 6.223)
H (-0.349, -1.436, 4.834)
H (-2.628, -0.145, 4.467)
H (-1.386, 0.524, 3.390)
H (-1.754, 1.270, 4.848)
N (0.866, -1.458, 0.648)
O (2.099, -1.598, 0.923)
O (0.264, -2.433, 0.250)
O (0.314, -0.365, 0.759)

Results
net charge: +2
gap between HOMO and LUMO (spin up / spin down): 9.800 / 5.681 eV
⟨S²⟩: 0.757
multiplicity: 2

Results of the Löwdin charge analysis, in e, for atoms 1 through 4: number 1, C, carries -0.08; number 2, C, carries -0.26; number 3, C, carries -0.24; number 4, C, carries -0.24